108
Properties=species:S:1:pos:R:3:forces:R:3 method="wB97M-V/def2-TZVPD" total_charge=+1
C 0.247699 -1.598731 -2.534504 -0.042 -0.055 -0.160
C -0.369111 -0.168483 -2.614421 0.096 -0.785 -0.510
P 1.022510 0.868807 -1.899816 0.696 0.317 1.334
O 0.969780 0.971957 -0.438434 -0.421 -0.190 -0.120
O 1.138683 2.285480 -2.586705 -0.051 -0.050 -0.415
O 2.377692 0.165128 -2.337841 -0.196 -0.190 -0.567
C -0.669980 0.079800 -4.136761 0.664 1.129 0.456
Cl 0.917235 0.273149 -4.925185 -0.151 -0.242 -0.123
P -1.734932 1.630218 -4.581767 -0.919 -0.014 0.025
N -1.359188 1.847381 -6.213351 -0.377 0.055 0.670
O -1.032040 2.882982 -3.849940 -0.065 -0.158 -0.351
N -1.439662 -1.105162 -4.585881 -0.415 0.461 -0.311
P -1.510876 -1.634241 -6.238440 0.952 0.013 -1.965
O -3.064788 -1.512541 -6.638932 -0.128 0.040 0.844
O -1.388353 -3.212143 -6.014202 -0.717 -0.224 0.594
S -0.365528 -0.994728 -7.595481 0.010 0.032 0.391
C -2.513942 -1.392672 -3.773889 0.428 -0.572 0.254
N -3.199478 -2.484600 -4.003214 -0.642 -0.229 0.261
C -4.318692 -3.002309 -3.222938 0.131 -0.374 -0.299
C -5.603107 -2.988787 -4.035762 1.121 0.669 -0.481
O -6.612404 -3.422745 -3.622052 -1.484 -0.695 0.656
N -2.843153 -0.651310 -2.678443 0.760 0.878 -0.418
C -4.120770 0.082190 -2.794497 -1.082 -0.744 0.328
C -5.073015 -0.027944 -1.594414 -0.669 -0.119 -0.621
C -6.506633 -0.136857 -2.083307 -0.246 0.248 -0.184
C -6.994826 0.796852 -3.006144 -0.159 -0.195 0.026
C -8.310434 0.753891 -3.460996 0.406 -0.446 0.440
C -9.153672 -0.246307 -2.984568 0.448 0.100 0.129
C -8.675726 -1.176507 -2.066623 -0.031 0.226 -0.099
C -7.359285 -1.129376 -1.611428 -0.209 0.397 -0.344
C -1.729930 -0.158146 -1.833478 0.094 1.054 1.416
S -1.976947 1.546731 -1.201579 -0.052 0.483 -0.561
P -1.794201 -1.254838 -0.289049 -0.325 -2.224 -0.392
N -2.203926 -2.745481 -0.564291 0.073 0.787 -0.403
O -2.849507 -0.598243 0.688340 -0.100 0.720 0.163
O -0.459299 -1.183338 0.536857 0.206 0.430 0.013
H 0.902857 -1.780825 -3.375697 0.170 0.043 -0.111
H 0.835943 -1.727958 -1.637807 0.002 -0.063 0.265
H -0.510606 -2.370539 -2.535834 -0.116 -0.130 0.067
H 1.149573 2.937745 -1.872536 -0.002 0.173 0.041
H 2.676036 -0.384640 -1.604803 0.271 -0.018 0.086
H -0.647932 2.547593 -6.389905 0.216 -0.247 -0.341
H -2.221145 2.114004 -6.667687 0.087 0.123 -0.381
H -0.181291 3.116575 -4.246859 0.199 0.050 0.313
H -3.440061 -0.662166 -6.370871 -0.153 0.087 -0.327
H -1.921342 -3.678064 -6.674685 0.313 -0.233 -0.254
H -2.953741 -3.065513 -4.790253 0.251 0.116 -0.086
H -4.104532 -4.052306 -3.035426 0.047 -0.185 0.134
H -4.422482 -2.532423 -2.255932 0.033 0.251 0.082
H -5.512924 -2.586568 -5.059887 0.034 0.157 -0.228
H -4.006200 1.105687 -3.119122 0.527 0.217 0.088
H -4.658945 -0.401006 -3.607216 0.102 -0.082 -0.296
H -4.875439 -0.935610 -1.037000 0.270 0.055 0.377
H -5.034743 0.858335 -0.972044 0.370 -0.029 0.383
H -6.335457 1.573404 -3.368357 0.031 0.166 -0.032
H -8.661773 1.491715 -4.159905 -0.103 0.133 -0.152
H -10.175644 -0.288997 -3.317945 -0.199 -0.058 -0.040
H -9.361205 -1.923748 -1.703928 0.028 -0.232 0.117
H -6.994898 -1.851141 -0.896899 -0.024 -0.158 0.117
H -3.019526 1.360422 -0.384024 0.062 -0.280 -0.027
H -2.323214 -2.943687 -1.547124 -0.019 -0.316 0.086
H -3.562720 -1.239735 0.797922 -0.055 -0.086 0.159
H -0.013173 -2.036593 0.437118 0.046 -0.147 0.204
C 2.550067 0.888087 2.164890 0.098 0.264 0.302
C 3.830652 0.342683 1.576792 -0.253 -0.273 0.062
O 4.833715 1.350533 1.411385 -0.042 0.025 -0.126
C 5.447623 1.733809 2.534049 0.124 -0.010 -0.045
O 5.254201 1.285006 3.632495 -0.049 -0.032 0.064
O 6.320854 2.685290 2.219703 -0.004 0.049 -0.016
C 7.012250 3.245816 3.342369 0.164 0.154 0.119
H 2.178930 1.715351 1.566568 -0.076 -0.068 -0.108
H 1.784399 0.112722 2.194109 -0.032 0.022 -0.080
H 2.710115 1.252890 3.178597 0.075 -0.120 0.041
H 3.643577 -0.034599 0.571143 0.106 0.087 -0.086
H 4.230649 -0.481065 2.169736 0.057 0.083 0.085
H 7.502989 2.470948 3.925660 -0.087 -0.049 0.032
H 6.321181 3.806303 3.968917 -0.016 -0.081 0.065
H 7.760875 3.922131 2.942198 -0.052 -0.020 -0.142
C -1.464531 -7.386174 2.564878 -0.046 0.249 0.027
C -0.109251 -7.460201 1.896041 -0.149 -0.378 0.105
O 0.338869 -6.172623 1.435417 -0.009 0.044 -0.087
C 0.774031 -5.349220 2.382542 0.028 -0.122 -0.072
O 0.857346 -5.582949 3.556453 -0.006 0.031 0.079
O 1.127253 -4.196927 1.797349 0.000 0.195 -0.127
C 1.556113 -3.182097 2.709555 0.049 0.242 0.048
H -2.194248 -6.928718 1.895035 -0.007 -0.085 -0.048
H -1.807423 -8.386003 2.828899 0.014 -0.024 -0.031
H -1.424787 -6.786860 3.472503 0.062 -0.051 0.043
H -0.165738 -8.076652 1.001543 0.069 0.124 -0.101
H 0.641604 -7.896686 2.553659 0.023 0.131 0.069
H 2.367079 -3.525806 3.346298 -0.046 -0.109 0.023
H 0.720016 -2.844700 3.320111 0.023 -0.056 0.078
H 1.908971 -2.353680 2.098461 -0.004 -0.042 -0.056
C 8.759841 8.532712 7.848674 0.059 -0.198 0.130
C 7.836866 8.048485 6.751473 0.026 0.386 0.010
O 7.824298 6.615424 6.645800 0.031 -0.021 -0.080
C 7.141358 5.977399 7.594088 0.025 -0.012 -0.071
O 6.522169 6.485242 8.490706 -0.044 0.030 0.055
O 7.254992 4.667090 7.371922 0.009 -0.056 -0.017
C 6.634118 3.846843 8.366025 -0.050 -0.189 0.030
H 9.765729 8.138042 7.700342 0.018 0.069 -0.070
H 8.805723 9.621442 7.847580 0.001 0.009 -0.041
H 8.414860 8.204892 8.827412 -0.080 0.037 -0.005
H 8.189414 8.400641 5.784235 0.005 -0.156 -0.066
H 6.820147 8.415902 6.889452 -0.027 -0.102 0.100
H 5.588553 4.115575 8.495469 0.013 0.081 0.042
H 7.164278 3.936143 9.312418 -0.057 0.072 0.032
H 6.704665 2.824524 8.006893 0.064 0.032 -0.090

=====

55
Properties=species:S:1:pos:R:3:forces:R:3 method="wB97M-V/def2-TZVPD" multiplicity=5 total_charge=+2
Os 0.221567 -0.370229 0.429769 -0.106 0.232 0.299
C 6.792748 -0.155827 -0.959802 0.135 -0.095 0.046
C 5.376837 0.262939 -0.757739 -0.185 0.077 0.037
C 5.034024 1.343385 0.065525 0.088 -0.048 -0.035
C 3.721976 1.679426 0.283122 -0.155 0.037 -0.005
C 2.662782 0.959689 -0.313283 0.298 0.060 -0.107
N 1.349325 1.279567 -0.028186 0.014 -0.216 -0.024
C 0.967976 2.585661 0.150576 -0.098 0.245 0.067
C 1.501442 3.579705 -0.702416 0.015 -0.157 0.014
C 1.137289 4.894151 -0.600973 -0.059 0.081 0.046
C 0.196175 5.294710 0.357115 0.092 -0.171 -0.032
C -0.249599 6.713887 0.459661 -0.123 0.129 -0.090
C -0.344988 4.321413 1.195604 -0.113 -0.062 0.072
C 0.021862 2.986787 1.131287 0.130 0.025 -0.359
N -0.502556 2.093750 2.107852 -0.013 0.152 0.238
C -1.081408 2.442366 3.281100 0.088 -0.110 0.096
C -1.466707 1.300268 3.941960 -0.038 -0.063 -0.100
C -1.103373 0.258018 3.099803 -0.006 0.128 0.256
N -0.513965 0.737147 1.997528 -0.164 -0.435 -0.126
C 3.013935 -0.129802 -1.153972 -0.033 0.133 0.238
C 4.338038 -0.456120 -1.355210 -0.023 -0.082 -0.073
N 2.021915 -0.855427 -1.864131 0.050 0.186 -0.301
C 2.093666 -1.327377 -3.123084 -0.118 -0.166 -0.016
C 0.928288 -2.018413 -3.388602 0.027 0.032 0.084
C 0.177633 -1.926177 -2.224238 0.128 -0.151 -0.090
N 0.841602 -1.213967 -1.303569 -0.092 -0.211 -0.129
H 7.484113 0.677918 -0.855476 -0.036 0.034 -0.040
H 6.931923 -0.624286 -1.932679 0.032 0.039 -0.011
H 7.071397 -0.897035 -0.204611 -0.036 0.012 0.002
H 5.812954 1.909491 0.559665 0.016 -0.017 -0.013
H 3.476947 2.489114 0.958079 -0.018 0.001 -0.001
H 2.185465 3.262240 -1.478724 0.015 0.000 0.013
H 1.558876 5.621813 -1.282114 -0.009 0.012 0.014
H 0.571045 7.403999 0.270023 0.030 -0.021 0.048
H -0.686888 6.931015 1.431888 0.037 0.021 0.013
H -1.013321 6.921518 -0.295835 0.014 -0.036 0.007
H -1.086394 4.640731 1.913681 -0.007 -0.016 0.030
H -1.160882 3.462834 3.608416 0.050 0.056 -0.098
H -1.944506 1.233368 4.903681 0.025 0.008 -0.004
H -1.198933 -0.806059 3.247874 -0.005 -0.005 -0.086
H 4.580777 -1.301042 -1.988384 -0.012 -0.001 0.020
H 2.954573 -1.149680 -3.745540 0.023 0.038 0.051
H 0.659756 -2.524611 -4.298871 0.021 0.019 -0.008
H -0.796521 -2.330130 -2.008922 0.006 0.057 0.049
N 0.191446 -3.115278 2.060034 0.012 0.062 -0.059
C 0.201955 -2.143959 1.430835 -0.200 0.030 -0.012
C -4.114403 -0.450510 1.063906 0.221 -0.073 -0.054
C -3.377759 -0.318730 -0.251022 -0.272 0.152 0.001
O -2.094002 -1.002481 -0.243597 0.236 0.071 0.088
H -5.089813 0.027715 0.985702 -0.011 -0.004 0.010
H -3.561012 0.017364 1.877671 -0.029 0.037 0.025
H -4.274835 -1.501409 1.315173 -0.056 0.019 -0.006
H -3.159936 0.721571 -0.489053 0.062 -0.024 -0.008
H -3.973907 -0.732495 -1.065626 0.086 -0.003 -0.034
H -2.239487 -1.896692 0.095502 0.063 -0.020 0.061

=====

90
Properties=species:S:1:pos:R:3:forces:R:3 method="wB97M-V/def2-TZVPD" total_charge=0
F -3.881792 -0.965068 7.942202 0.460 1.063 0.757
C -2.559032 -0.967458 7.586452 -0.785 -3.962 -0.289
F -2.634912 -1.368728 6.287892 0.849 0.927 -0.433
C -1.783562 0.275302 7.855142 0.133 2.153 -0.774
F -0.594952 0.312822 7.202332 0.044 -0.743 -0.632
F -1.429532 0.331662 9.138362 -0.619 -0.206 0.999
C -2.598112 1.451802 7.384502 -0.408 1.222 0.715
O -2.034062 2.687382 7.881692 -0.715 0.911 0.021
C -2.672602 3.507022 8.863752 1.688 -1.571 -1.835
F -3.897212 3.880182 8.556332 -0.855 0.363 -0.766
F -2.795612 2.758962 9.958972 0.200 0.199 1.129
C -1.716612 4.749392 9.039532 0.351 -1.817 1.305
F -1.348392 5.308832 7.927412 0.809 -0.093 -2.738
F -2.309262 5.724362 9.676312 -1.760 1.139 1.961
H -2.102552 -1.805398 8.113292 0.184 0.068 0.284
H -3.648562 1.299832 7.632612 0.034 0.313 0.365
H -2.552372 1.432492 6.295632 0.191 0.308 -0.009
H -0.851822 4.435972 9.624352 0.207 -0.275 -0.071
F 3.716248 0.210422 -6.346148 0.718 -0.139 0.513
C 3.749708 1.294262 -5.524888 -1.783 1.601 -2.542
F 3.343878 0.942072 -4.289098 1.225 -0.103 0.195
C 5.050618 2.153422 -5.699258 -2.094 -0.161 2.373
F 5.163868 2.648942 -6.976058 -0.430 -0.311 1.462
F 6.069378 1.374542 -5.440048 2.171 -0.974 -0.131
C 5.044498 3.227862 -4.543768 0.626 1.282 -0.860
O 3.808018 3.898072 -4.466368 -1.781 1.155 0.691
C 3.709018 5.233232 -3.955608 -0.182 -2.654 -2.372
F 4.124678 5.332132 -2.688208 0.109 0.082 -0.107
F 4.422228 5.975952 -4.753028 2.047 1.750 -0.619
C 2.263878 5.704682 -4.085408 -0.964 -4.747 3.715
F 2.100908 6.939152 -3.903158 0.477 5.107 0.196
F 1.564298 5.330672 -5.118198 -0.138 -0.808 -2.658
H 2.981128 1.961882 -5.914348 -0.305 0.073 0.062
H 5.817188 3.936502 -4.841928 0.289 0.077 0.101
H 5.265778 2.861062 -3.541468 0.256 -0.785 -0.417
H 1.794298 5.216712 -3.231308 -0.244 -0.446 0.402
F -4.326402 2.189452 -8.983498 -0.871 0.018 -0.159
C -4.869272 1.110262 -8.397278 2.565 -1.701 1.774
F -5.837812 1.375022 -7.509438 -1.609 0.986 -0.550
C -5.224952 -0.035168 -9.324518 -0.258 -1.570 -0.362
F -4.301402 -0.262928 -10.269168 1.215 0.243 0.182
F -6.313942 0.277212 -10.041498 -1.336 -0.060 0.124
C -5.483592 -1.373738 -8.515128 -0.172 0.302 0.308
O -4.316382 -1.738868 -7.662778 0.688 0.202 -2.015
C -4.296802 -2.987358 -7.025898 0.577 1.006 -1.857
F -5.444392 -2.909628 -6.424008 -1.847 -1.905 2.728
F -4.323802 -4.124698 -7.809828 0.043 1.306 0.163
C -2.990692 -3.065328 -6.146988 0.363 -0.489 1.299
F -2.819722 -4.265078 -5.445638 -1.003 1.031 -1.108
F -1.891612 -2.941028 -6.907648 -0.405 0.083 -0.447
H -4.158032 0.655652 -7.707658 1.069 0.221 -0.438
H -5.833572 -2.211568 -9.118178 0.859 0.102 -0.670
H -6.423222 -1.140808 -8.014178 0.388 0.057 1.196
H -2.975202 -2.289878 -5.381138 -0.272 0.189 -0.147
C 10.451448 -2.891168 4.192012 -0.181 -0.388 0.492
C 8.908768 -2.745828 4.133782 1.065 -0.057 0.014
C 8.293248 -2.742868 5.570812 -0.135 -0.053 -0.469
C 8.275918 -4.035148 6.351242 -0.295 -2.053 0.192
N 8.213128 -5.059498 6.926672 0.280 2.969 -1.529
H 10.894728 -3.406688 3.340062 -0.127 -0.196 0.163
H 10.699008 -3.372798 5.137972 0.207 -0.672 -0.257
H 11.002938 -1.956988 4.298172 -0.471 0.428 -0.284
H 8.371118 -3.441158 3.489152 0.422 -0.795 0.371
H 8.750618 -1.855168 3.525652 -0.556 0.693 0.871
H 7.274258 -2.390478 5.410832 -0.176 -0.137 0.629
H 8.813848 -2.045748 6.227392 -0.034 0.258 -0.189
C -6.548702 -1.907578 0.195942 -0.619 0.280 -0.683
C -6.223782 -0.440578 0.573502 -0.509 -0.384 -0.216
C -6.524232 0.627172 -0.515838 0.613 -0.643 -1.192
C -5.405402 0.751532 -1.510128 1.557 -0.100 -1.279
N -4.530592 0.785042 -2.292138 -2.215 -0.050 2.010
H -7.569962 -1.994358 -0.175008 -0.191 0.407 -0.339
H -6.623442 -2.603868 1.031222 0.794 0.250 0.275
H -5.924062 -2.313598 -0.599728 0.231 -0.008 0.198
H -5.169412 -0.357038 0.836982 -0.194 0.084 0.468
H -6.905292 -0.233508 1.398592 0.465 0.335 0.315
H -6.782162 1.628172 -0.170038 0.269 -0.130 0.395
H -7.376792 0.308242 -1.115448 -0.192 -0.061 0.032
C 1.964218 -1.243208 1.731832 -0.586 -0.921 -1.300
C 1.038878 -2.500838 1.383672 -0.392 3.510 0.690
C 1.584208 -3.787698 1.841702 0.811 -1.218 -1.326
C 1.601688 -4.074838 3.246682 -0.659 -0.934 6.047
N 1.515098 -4.301918 4.419562 0.522 1.023 -5.279
H 1.644178 -0.655958 2.592532 0.313 -0.622 0.380
H 1.891698 -0.522508 0.917322 0.053 -0.080 -0.211
H 2.991418 -1.607778 1.738422 0.142 0.424 0.496
H 0.873368 -2.537288 0.306932 0.040 -0.043 0.083
H 0.108048 -2.209018 1.869982 -0.395 -0.634 -0.225
H 2.588558 -3.821948 1.419562 0.393 -0.263 0.353
H 1.085598 -4.595548 1.306102 -0.251 -0.236 0.292

=====

31
Properties=species:S:1:pos:R:3:forces:R:3 method="wB97M-V/def2-TZVPD" multiplicity=2 total_charge=0
C -2.495476 1.452838 0.182692 0.402 0.700 1.537
C -0.855636 1.139446 0.070256 -1.743 2.269 0.598
C -0.155527 2.600689 -0.227061 0.062 0.864 -0.307
C -0.436897 0.451274 1.494602 0.343 0.926 0.834
C 1.095022 -0.123315 1.575473 -0.342 -1.809 -0.694
O 1.083012 -1.186135 2.634162 0.634 0.380 -1.781
S 2.390036 1.124521 2.097848 0.430 -0.344 -0.215
C 1.481189 -0.694111 0.088644 0.073 -0.846 0.511
C 0.197203 -0.935272 -0.911306 1.357 -2.214 -1.845
C -0.701662 -2.287575 -0.508897 0.529 -0.085 -0.355
C 0.863920 -1.317601 -2.397926 0.674 0.950 0.717
N -0.660322 0.283408 -1.155144 -2.170 -2.112 1.279
O -1.808128 -0.019132 -1.784233 2.859 0.716 0.744
H -3.120618 0.484436 0.416863 1.272 1.903 -0.866
H -2.900286 2.091599 -0.711075 0.857 -1.630 1.624
H -2.610297 2.143803 1.149388 0.311 -1.419 -1.994
H 0.759593 2.854196 0.455829 -1.652 -0.713 -1.310
H -0.930562 3.493836 -0.079816 1.541 -2.090 -0.198
H 0.181136 2.668452 -1.363061 -0.647 -0.310 2.459
H -1.220516 -0.383692 1.750385 1.882 1.395 -0.519
H -0.539702 1.263171 2.361804 0.059 -1.591 -2.014
H 1.914332 -1.743779 2.578366 -1.326 1.219 -0.128
H 3.628599 0.444385 1.881555 -1.896 0.419 0.038
H 2.328487 -0.015921 -0.361914 -2.004 -1.238 0.598
H 1.965075 -1.769529 0.259240 -1.016 2.227 -0.498
H -1.428277 -2.586516 -1.407767 1.563 0.985 2.122
H -1.283375 -2.167238 0.498640 1.075 -0.271 -2.004
H 0.076330 -3.172745 -0.417679 -1.588 1.823 0.020
H 1.296446 -2.406735 -2.394352 -1.093 2.046 -0.104
H 1.789202 -0.590500 -2.521179 -1.887 -1.440 0.005
H 0.097703 -1.096257 -3.254339 1.441 -0.709 1.744

=====

Computed values of E (unit: eV) for the preceding records, in sequence: -144480.0427, -37678.8309, -104361.5972, -26039.0665.
Computed values of max |F| (unit: eV/A) for the preceding records, in sequence: 2.3, 0.5, 6.2, 3.3.